Entry i
{
  "formula": "C4H5NO2",
  "method": "the ωB97M-V functional and the def2-TZVPD basis",
  "e_lumo_ev": -0.754,
  "multiplicity": 1,
  "e_homo_ev": -9.158,
  "symbols": ["C", "C", "C", "O", "C", "O", "N", "H", "H", "H", "H", "H"],
  "positions_angstrom": [[0.5073, -1.0161, 0.2737], [-1.7253, 0.3311, 0.0979], [-0.2582, 0.2298, -0.0373], [1.5220, -0.8841, -0.6794], [2.0093, 0.7302, -0.5533], [0.4228, 1.2476, -0.3762], [3.0282, 1.2855, -0.5252], [0.8855, -1.0070, 1.3106], [-0.1088, -1.9052, 0.0941], [-2.0144, 0.1711, 1.1384], [-2.0926, 1.2916, -0.2555], [-2.1757, -0.4745, -0.4878]]
}


Entry ii
{
  "formula": "C4H5NO2",
  "method": "the ωB97M-V functional and the def2-TZVPD basis",
  "e_lumo_ev": 0.531,
  "multiplicity": 1,
  "smiles": "O=C[C@H]1CN=CO1",
  "e_homo_ev": -10.087,
  "symbols": ["O", "C", "C", "C", "N", "C", "O", "H", "H", "H", "H", "H"],
  "positions_angstrom": [[1.3100, -2.2532, -0.6508], [1.4270, -1.0525, -0.6433], [0.2399, -0.0885, -0.4926], [-0.9622, -0.5160, 0.2876], [-1.4799, 0.8821, 0.4677], [-0.4175, 1.5796, 0.6275], [0.7534, 1.0214, 0.2718], [2.4333, -0.5787, -0.6226], [-0.5510, 0.5204, -1.1523], [-1.6149, -1.1446, -0.3217], [-0.7923, -0.9773, 1.2671], [-0.3458, 2.6074, 0.9615]]
}


Entry iii
{
  "formula": "C4H5NO2",
  "method": "the ωB97M-V functional and the def2-TZVPD basis",
  "e_lumo_ev": 0.695,
  "multiplicity": 1,
  "smiles": "Cc1coc(=O)[nH]1",
  "e_homo_ev": -8.700,
  "symbols": ["C", "C", "C", "O", "C", "O", "N", "H", "H", "H", "H", "H"],
  "positions_angstrom": [[-1.4872, -0.3904, -0.8492], [-0.2997, 0.0925, -0.0863], [0.1650, 1.3192, 0.1684], [1.4255, 1.2530, 0.7305], [1.7717, -0.0675, 0.8509], [2.8109, -0.4673, 1.3061], [0.7085, -0.7872, 0.3346], [-1.2192, -0.5377, -1.9013], [-1.8537, -1.3499, -0.4723], [-2.3031, 0.3318, -0.7955], [-0.2354, 2.3091, 0.0133], [0.5168, -1.7057, 0.7009]]
}


It is entry iii that is the most stable of them.